{"formula": "C27H41ClCoN8O4PS", "method": "wB97M-V/def2-TZVPD", "symbols": ["Co", "N", "C", "C", "C", "C", "C", "C", "S", "O", "O", "N", "C", "N", "C", "C", "C", "N", "H", "H", "H", "H", "H", "H", "H", "H", "H", "Cl", "C", "C", "O", "O", "H", "H", "N", "P", "N", "C", "C", "C", "C", "C", "N", "C", "C", "C", "C", "C", "N", "C", "C", "C", "C", "C", "H", "H", "H", "H", "H", "H", "H", "H", "H", "H", "H", "H", "H", "H", "H", "H", "H", "H", "H", "H", "H", "H", "H", "H", "H", "H", "H", "H", "H", "H"], "coordinates": [[11.497, 10.824, 9.754], [6.504, 4.951, 6.408], [7.473, 5.847, 6.834], [8.814, 5.556, 6.611], [9.759, 6.530, 6.845], [9.362, 7.757, 7.290], [8.066, 8.017, 7.682], [7.087, 7.043, 7.414], [10.600, 8.922, 7.612], [10.095, 9.691, 8.774], [10.767, 9.658, 6.391], [11.848, 7.985, 8.038], [12.977, 8.553, 8.479], [14.052, 7.754, 8.524], [15.215, 8.308, 8.751], [15.372, 9.677, 8.985], [14.223, 10.456, 9.020], [13.023, 9.852, 8.837], [6.703, 4.182, 5.783], [5.540, 5.083, 6.551], [9.166, 4.612, 6.225], [10.851, 6.359, 6.798], [7.853, 8.960, 8.219], [6.019, 7.223, 7.724], [16.003, 7.596, 8.761], [16.353, 10.112, 9.085], [14.163, 11.526, 9.206], [9.367, 15.403, 9.025], [10.737, 14.450, 8.456], [10.934, 13.085, 9.074], [12.047, 12.441, 8.808], [10.036, 12.541, 9.799], [11.620, 15.006, 8.762], [10.672, 14.413, 7.365], [11.912, 10.656, 11.496], [11.575, 10.417, 13.049], [9.996, 10.829, 13.437], [9.181, 10.376, 14.567], [8.370, 11.481, 15.243], [7.542, 12.397, 14.276], [7.998, 12.124, 12.836], [9.519, 12.067, 12.809], [12.619, 11.453, 13.935], [12.607, 11.543, 15.370], [13.088, 12.962, 15.692], [14.651, 12.906, 15.553], [15.040, 12.255, 14.159], [13.763, 12.065, 13.242], [11.710, 8.908, 13.642], [10.807, 7.824, 13.143], [10.693, 6.660, 14.147], [12.092, 6.171, 14.507], [12.991, 7.263, 14.958], [13.058, 8.374, 13.889], [9.783, 9.799, 15.328], [8.544, 9.531, 14.249], [9.031, 12.114, 15.869], [7.640, 10.993, 15.908], [7.663, 13.465, 14.564], [6.478, 12.179, 14.391], [7.681, 12.959, 12.217], [7.628, 11.137, 12.514], [9.891, 12.932, 13.321], [9.987, 12.098, 11.785], [13.118, 10.681, 15.832], [11.557, 11.490, 15.745], [12.802, 13.153, 16.726], [12.613, 13.700, 15.057], [15.047, 12.352, 16.393], [15.093, 13.941, 15.592], [15.509, 11.295, 14.359], [15.713, 12.926, 13.591], [14.033, 11.505, 12.335], [13.371, 13.034, 12.912], [11.232, 7.372, 12.254], [9.805, 8.229, 12.817], [10.097, 5.891, 13.624], [10.060, 6.969, 14.988], [12.562, 5.587, 13.704], [11.927, 5.486, 15.289], [14.018, 6.861, 15.083], [12.632, 7.653, 15.912], [13.495, 8.001, 12.947], [13.671, 9.197, 14.227]], "forces_ev_per_a": [[-0.46, -0.73, -0.42], [0.55, -1.10, -0.28], [-0.79, -0.68, -0.86], [0.60, 0.27, -0.18], [0.82, -0.86, -0.23], [0.10, 0.18, 1.10], [-0.98, -0.05, 0.05], [-0.40, 1.36, 1.03], [1.02, -0.28, 1.41], [-0.30, 0.02, -0.63], [0.38, 0.49, -0.32], [-1.16, 0.57, -0.56], [-0.30, 0.31, -0.23], [0.20, -0.71, -0.16], [-0.97, 0.60, 0.29], [0.26, 0.63, -0.25], [-0.69, -1.65, -0.11], [1.24, 0.51, -0.31], [0.36, 0.40, 0.32], [-0.81, 0.55, 0.33], [-0.35, -0.28, -0.01], [-0.87, -0.09, -0.30], [-0.01, -0.67, -0.50], [1.23, -0.25, -0.52], [1.03, -0.18, 0.09], [0.08, 0.06, 0.11], [0.21, -0.23, 0.06], [-0.46, -0.02, 0.21], [0.93, 0.17, 0.02], [-0.55, -2.59, 0.84], [-2.00, 2.95, -0.26], [1.50, 1.59, -1.64], [0.10, 0.13, -0.36], [0.16, -0.22, 0.26], [-0.21, -1.02, 5.32], [0.83, 3.06, -5.08], [-0.18, 0.07, 0.96], [0.69, -1.39, 0.44], [-0.49, 0.44, 0.38], [0.44, -0.42, 0.27], [0.38, 0.21, 0.40], [0.47, -0.71, -1.50], [-0.25, -1.92, -0.69], [-1.76, 0.67, -0.36], [1.78, -1.39, 1.29], [-0.48, 1.59, -1.28], [-1.50, 0.64, 0.22], [0.39, 0.29, 0.51], [-0.29, -2.39, 1.09], [-0.61, 0.59, 0.05], [-0.60, 0.85, -1.27], [-0.95, -0.58, -0.51], [1.19, 0.73, -0.53], [-0.57, 0.02, 0.29], [-0.08, 1.03, -0.54], [-0.48, 0.50, -0.26], [-0.22, -0.38, -0.28], [0.43, 0.08, 0.11], [0.12, -0.60, -0.31], [-0.02, -0.01, -0.04], [-0.24, -0.33, -0.47], [-0.19, 0.54, -0.25], [0.42, 0.82, 0.62], [-0.90, -0.05, 1.06], [0.42, 0.57, 0.38], [0.43, -0.24, -0.46], [0.16, 0.39, 0.16], [-0.06, -0.06, -0.24], [0.15, -0.22, 0.10], [-0.40, -0.87, 0.12], [0.18, -0.11, -0.29], [-0.10, -0.54, 0.39], [-0.31, 0.06, 0.36], [0.64, 0.20, -0.19], [0.32, 0.19, -0.55], [1.08, -0.20, 0.58], [0.38, 0.00, 0.23], [0.52, -0.03, 0.29], [-0.29, 0.32, -0.17], [0.17, -1.17, 1.23], [-0.45, 0.23, 0.18], [0.14, 0.25, -0.02], [-0.08, -0.08, 0.17], [0.30, 0.19, 0.09]], "orbital_gap_ev": [6.62, 6.40], "spin_multiplicity": 4, "charge": -1}

{"formula": "C2H4ClFO", "method": "wB97M-V/def2-TZVPD", "symbols": ["C", "C", "H", "H", "H", "H", "O", "F", "Cl"], "coordinates": [[0.534, 0.188, 0.378], [-0.735, 0.245, -0.484], [1.405, -1.592, 0.097], [0.130, 0.087, 1.430], [0.893, 1.231, 0.419], [-0.595, 0.398, -1.531], [1.470, -0.691, -0.294], [-1.456, 1.357, -0.028], [-1.648, -1.224, 0.013]], "forces_ev_per_a": [[-0.62, 1.09, -0.81], [-0.26, 0.58, 2.62], [-0.04, 0.94, -0.37], [1.07, -1.05, -0.93], [0.57, -0.50, -0.50], [0.02, -0.57, -0.70], [-0.73, -0.09, 1.94], [0.15, -0.61, -0.33], [-0.17, 0.22, -0.93]], "orbital_gap_ev": 11.64, "spin_multiplicity": 1, "charge": 0}

Number 1: E_tot -4375.06441 Eh. Number 2: E_tot -713.87626 Eh.